Computed, not measured: a molecular structure, C6H13MgO5Sr, with ωB97M-V/def2-TZVPD.

Its spin multiplicity is 2. The value obtained for the electronic energy is -842.87399 hartree. As for the charge: +2. The value obtained for the HOMO energy (spin up / spin down) is -13.304 / -17.105 eV. The LUMO energy (spin up / spin down) is -7.14 / -8.02 eV. The energy above the lowest of the compared OMol25 structures with the same formula, charge and spin comes out at 27.2 kJ/mol.

```
26
Properties=species:S:1:pos:R:3:forces:R:3
O -0.64173 0.86601 0.01968 0.3 -2.0 -0.2
C -0.56452 2.02779 0.82742 -0.1 0.2 0.7
C 0.86646 2.28008 1.27073 -0.1 0.2 0.5
O 1.71282 2.15377 0.11972 -0.3 -0.5 -0.5
C 3.07299 2.51112 0.36244 0.7 0.3 0.2
Mg 1.05246 0.69880 -1.13134 -0.3 0.2 0.5
H -1.20483 1.93318 1.71742 0.1 0.1 -0.3
H -0.92954 2.87710 0.23132 0.0 -0.3 0.1
H 1.19586 1.54651 2.02342 0.0 0.2 -0.1
H 0.96833 3.29179 1.68802 0.0 -0.2 -0.1
H 3.66107 2.17912 -0.49913 -0.1 0.1 0.2
H 3.15023 3.60117 0.46590 0.0 -0.3 0.0
H 3.43149 2.01894 1.27757 -0.1 0.1 -0.3
O 0.70648 -1.07772 -0.01731 0.1 -0.5 -0.7
C -0.34059 -0.70068 0.67927 0.6 2.2 0.4
O -1.49712 -1.38849 0.54159 -0.7 -0.1 -0.3
C -1.45354 -2.73129 0.12917 -0.4 0.4 0.8
O -1.13553 -2.83341 -1.24326 -1.6 -0.6 0.4
C -2.21810 -2.51961 -2.14215 -0.7 0.2 -0.1
Sr 0.87916 -2.49726 -1.93894 2.5 0.2 -0.7
H -0.12809 -0.45987 1.73034 -0.3 0.1 -0.2
H -2.45700 -3.13735 0.29498 0.3 0.1 0.1
H -0.70929 -3.28560 0.71259 0.0 0.0 -0.3
H -1.82495 -2.60697 -3.16012 -0.1 0.0 0.1
H -3.02099 -3.25150 -1.99714 0.1 0.2 -0.1
H -2.57154 -1.49563 -1.96218 0.1 -0.3 0.0
```
Positions in Å, forces in eV/Å.